(1)
The following is a DFT calculation (the ωB97M-V functional and the def2-TZVPD basis) of a gas-phase ion, C3H3N2OS (charge -1) in a non-equilibrium geometry.

HOMO energy in eV: -2.654
Total charge: -1
ΔE to the lowest compared entry with this formula, charge and spin in kcal/mol: 85.94
Energy in Ha: -698.94281

```
10
Properties=species:S:1:pos:R:3:forces:R:3:lowdin_charge:R:1
S 2.326259 -1.144102 -0.118804 1.0449 -0.3738 0.2883 0.324
O -0.242365 1.853116 -0.196739 1.2226 2.1739 0.3023 -0.205
N -1.377498 -1.482702 0.076118 -0.5967 -0.0636 0.4701 0.022
N -1.229942 0.897157 0.017986 -1.1243 -0.9820 -0.0771 -0.041
C -0.775829 -0.270815 0.123241 3.4197 1.0071 -0.5580 -0.351
C 1.114768 1.476352 -0.099900 -1.3797 -1.2603 0.2327 -0.270
C 1.451613 0.226166 0.062981 -2.9235 -1.8823 -0.4473 -0.748
H 1.868035 2.218984 -0.183961 -0.0754 0.9947 -0.1468 0.084
H -2.435373 -1.486186 0.173453 2.1094 -0.7689 -0.1264 0.102
H -0.699671 -2.287970 0.145624 -1.6970 1.1552 0.0622 0.082
```
Forces are in eV/Å.



(2)
The following is a DFT calculation (the ωB97M-V functional and the def2-TZVPD basis) of a single C5H12N2 molecule in a non-equilibrium geometry.

SMILES string: C=C(CCN)NC
HOMO energy in eV: -7.520
ΔE to the lowest compared entry with this formula, charge and spin in kcal/mol: 96.04
Energy in Ha: -307.07629

```
19
Properties=species:S:1:pos:R:3:forces:R:3:lowdin_charge:R:1
N 0.074752 1.052450 2.591625 0.7987 2.2625 2.1902 -0.047
N -0.685940 -0.189080 -1.856228 1.6301 0.0409 2.7909 -0.078
C 0.337373 -0.316164 -0.766328 0.3836 1.5069 -3.4194 -0.334
C -1.951451 -0.915998 -1.659771 -0.5885 -0.5019 0.9953 -0.156
C -0.029090 -0.343719 0.652087 0.4803 -3.1910 0.9040 -0.178
C 0.848960 0.575371 1.505574 1.9946 0.3288 -0.2038 -0.397
C 1.661460 -0.063086 -0.979931 -1.0995 -2.6814 2.4495 0.002
H 0.472262 -1.330580 1.034357 -2.2626 0.8260 -0.4382 0.159
H 2.006183 0.648866 -1.598451 1.2518 1.6048 -3.1595 0.009
H 1.888112 0.157268 1.834155 -2.1290 -0.1054 -0.2295 0.137
H -2.599296 -0.297278 -0.839521 0.9463 -1.5988 -2.3160 0.101
H 0.722287 1.800406 3.113851 -2.4296 -1.8500 -1.3949 0.133
H 2.408272 -0.415700 -0.217576 -1.0454 0.7784 -0.5395 0.076
H -0.266183 0.087373 -2.736325 -0.5918 -0.6084 0.1083 0.108
H -0.702600 1.506588 2.080608 0.4368 0.3222 1.2348 0.074
H -2.520218 -1.203905 -2.643754 1.0613 1.1759 1.8978 0.099
H 1.214801 1.407760 0.935579 -0.0267 0.5453 -0.9696 0.084
H -1.719248 -1.944033 -1.174679 -0.4507 1.5672 -0.6627 0.088
H -1.160436 -0.216539 0.724727 1.6403 -0.4219 0.7623 0.120
```
Forces are in eV/Å.



(3)
The following is a DFT calculation (the ωB97M-V functional and the def2-TZVPD basis) of 3 unconnected molecules or ions with the total composition C4H8N2O2 in a non-equilibrium geometry.

HOMO energy in eV: -8.028
ΔE to the lowest compared entry with this formula, charge and spin in kcal/mol: 76.42
Energy in Ha: -417.13417

```
16
Properties=species:S:1:pos:R:3:forces:R:3:lowdin_charge:R:1
O 2.398472 2.518200 -2.695826 0.2080 -0.2409 -0.3387 0.178
O 2.575176 0.304640 -3.339821 0.3324 -0.7137 -0.5929 0.195
N -0.846996 0.004306 -1.203317 0.1865 2.1172 -2.4421 0.072
N -1.779151 0.694699 2.390086 0.6402 -1.5810 1.4114 -0.008
C 2.509292 1.412817 -3.044655 -0.5336 0.8778 0.9236 -0.452
C 0.621066 -0.709775 0.390204 0.0213 -1.6399 1.3116 -0.268
C 0.121820 -1.912271 0.694366 -0.4084 1.0602 -1.4346 0.028
C 0.396887 -0.078613 -0.824383 -0.3562 0.9276 -2.1656 -0.149
H -1.646013 -0.150012 -0.613308 -0.4737 -0.2440 0.4582 0.091
H -0.537778 -2.314060 -0.042300 -0.5404 -0.4809 -0.2675 0.051
H 1.400148 -0.252902 0.918911 0.9985 0.4782 1.3500 0.076
H -1.644882 1.678618 2.339639 0.2356 0.9549 -0.2275 -0.021
H -0.831129 0.244162 2.253021 -1.5742 0.6856 0.3980 0.005
H 0.358585 -2.545840 1.482093 0.6827 -0.7129 1.4399 0.035
H -2.081849 0.540712 3.393865 0.6213 -0.0360 -1.6301 0.034
H -1.013646 0.565317 -2.098576 -0.0400 -1.4523 1.8065 0.133
```
Forces are in eV/Å.



(4)
The following is a DFT calculation (the ωB97M-V functional and the def2-TZVPD basis) of a gas-phase ion, C2HF2N4S (charge -1) in a non-equilibrium geometry.

SMILES string: [N-]=NC(=S)/N=N/C(F)F
HOMO energy (alpha / beta) in eV: -3.874 / -3.631
Total charge: -1
Energy in Ha: -893.68632

```
10
Properties=species:S:1:pos:R:3:forces:R:3:lowdin_charge:R:1
S 2.864488 -0.652844 1.727130 0.1587 -0.0978 -0.3551 0.350
F -1.545602 -1.056533 -2.093527 0.3908 0.4447 -0.9840 -0.047
F -2.358435 0.545135 -0.825640 1.1652 -1.2341 0.3593 -0.044
N 0.543053 2.168183 0.876380 1.5536 -3.0455 0.9403 0.176
N 0.826629 -0.526248 -0.013119 -2.5480 0.0692 -1.1281 0.017
N 1.287433 1.332165 1.260373 -2.4533 5.2211 -1.0311 -0.111
N -0.155127 0.094966 -0.667957 2.6988 1.6028 0.4259 0.017
C -1.350271 -0.468259 -0.840476 -3.3019 -3.2777 0.8028 -0.500
C 1.593321 0.044129 0.825591 1.4711 -2.5942 1.1112 -1.030
H -1.705488 -1.480694 -0.248756 0.8650 2.9114 -0.1412 0.173
```
Forces are in eV/Å.



(5)
The following is a DFT calculation (the ωB97M-V functional and the def2-TZVPD basis) of 2 unconnected molecules or ions with the total composition CH2F3NS2 in a non-equilibrium geometry.

HOMO energy (alpha / beta) in eV: -8.694 / -8.698
ΔE to the lowest compared entry with this formula, charge and spin in kcal/mol: 48.60
Energy in Ha: -1189.91980

```
9
Properties=species:S:1:pos:R:3:forces:R:3:lowdin_charge:R:1
S -0.273824 -1.438533 0.284864 5.0130 -0.3268 -1.5002 0.729
S -2.263555 0.444332 -0.813161 0.1435 -0.5342 1.2301 0.669
F 1.592645 0.914878 1.267598 -0.2796 0.6938 -0.4147 0.087
F 2.806274 -0.246618 -0.083523 -1.5951 0.6484 -0.2551 0.043
F 1.275776 1.120107 -0.925295 0.2771 0.2390 0.4322 0.098
N -1.563233 -0.616587 0.478412 -2.1408 1.6827 0.2863 -0.938
C 1.550802 0.313866 0.085157 -0.4058 -3.3972 0.6594 -0.571
H -1.460231 -0.047511 -1.773192 0.0367 -0.0821 0.2557 -0.148
H -1.664650 -0.443932 1.479142 -1.0489 1.0765 -0.6937 0.031
```
Forces are in eV/Å.



(6)
The following is a DFT calculation (the ωB97M-V functional and the def2-TZVPD basis) of 2 unconnected molecules or ions with the total composition C23H46BCl2FN3O6S in a non-equilibrium geometry.

HOMO energy in eV: -12.462
Total charge: +1
ΔE to the lowest compared entry with this formula, charge and spin in kcal/mol: 0.00
Energy in Ha: -2962.82202

```
83
Properties=species:S:1:pos:R:3:forces:R:3:lowdin_charge:R:1
Cl 3.076628 4.494882 4.259920 -0.0048 -0.0225 -0.0467 0.536
Cl 5.896335 2.876074 5.289116 -0.0230 0.0183 -0.0066 0.568
S 2.725350 -2.323065 -2.449753 0.5718 0.8291 0.4777 0.641
F 2.903228 -3.568829 -3.329677 -0.1962 0.0137 -0.0099 -0.072
O -3.680784 -0.714438 -1.904361 0.6455 0.5453 0.2984 0.160
O -3.901315 -5.402506 0.410539 0.1974 -0.2001 -0.0411 0.146
O 2.961264 -2.676617 -1.104586 -0.2227 -0.2918 -0.0809 -0.179
O -3.677818 -1.357078 0.408119 0.4870 -0.0909 -0.2508 0.164
O 3.417802 -1.240106 -3.042254 -0.1210 -0.1735 -0.1951 -0.189
O -2.867301 -4.113241 -1.124102 -0.2388 -0.2371 -0.3347 -0.049
N 1.065387 -2.054906 -2.670297 0.5320 -0.4114 -0.3656 -0.059
N -0.892584 -0.985513 -2.053436 0.7610 0.2732 0.6671 0.127
N 1.113111 -0.400183 -0.988695 -0.2113 0.6587 -1.1680 0.187
C 5.608575 0.691091 2.248769 -0.5084 -0.1165 -0.1577 -0.105
C -3.977480 -4.658778 -0.520885 -0.4875 0.1072 0.1491 -0.532
C -3.595809 4.226120 -1.202498 -0.3253 -0.0377 0.8532 -0.099
C -2.890968 1.706624 1.054908 -0.2841 -0.4251 -0.7986 -0.028
C -2.532683 4.363737 -0.109405 0.6594 0.1525 -0.6713 -0.242
C 0.475463 0.970524 -0.730093 0.0539 0.0950 -0.2112 -0.354
C -0.940081 0.703781 -0.142597 0.3692 0.0673 0.0056 -0.157
C 4.156992 1.172424 2.434577 0.5008 -0.7809 -0.3018 -0.269
C 3.217570 0.326177 1.566653 -0.5081 0.1116 0.6076 -0.221
C -1.426180 -0.653108 -0.705506 -0.4798 -0.2531 0.2680 -0.121
C -0.517574 -4.249309 -1.642973 -0.4395 -0.6478 -0.1523 -0.128
C 3.211502 3.309634 5.586048 -0.0658 -0.0493 0.0840 -0.660
C 0.491180 1.730581 -2.087575 -0.1493 0.3531 0.4068 0.004
C -1.985260 1.845265 -0.201255 0.2279 0.6514 0.5366 -0.298
C 4.530887 3.399104 6.309325 0.0123 0.0141 0.0772 -0.647
C -5.264811 -4.193673 -1.149438 0.4305 0.3076 -0.0256 0.042
C 1.459695 1.660332 0.223229 0.5065 -0.7751 0.1950 -0.121
C -1.418801 3.288466 -0.170589 -1.0238 -0.0627 0.3526 -0.176
C 0.483261 -1.120164 -1.912510 -0.5099 0.0708 0.0644 -0.332
C 1.767986 0.870943 1.523630 0.3076 0.2164 -0.4872 -0.161
C -0.125300 -4.237030 -3.134266 0.5055 0.2830 0.3502 -0.133
C -1.792835 -5.055329 -1.341265 0.4963 0.5059 0.2384 -0.132
C 0.336087 -2.867659 -3.674322 -0.1323 -0.6737 -0.4329 -0.121
B -2.998855 -0.917004 -0.707521 -0.6045 0.0298 -0.5015 -0.607
H 0.706514 -4.930472 -3.268940 -0.0711 -0.0658 -0.0238 0.110
H -3.901208 2.032632 0.808224 -0.0150 0.1948 0.2614 0.088
H -2.083742 -5.683997 -2.184042 0.0563 -0.1315 0.0632 0.134
H -1.640791 -5.662135 -0.451910 -0.2280 -0.0298 0.0142 0.127
H 0.846077 2.745067 -1.910825 0.0141 -0.0204 -0.0533 0.089
H -4.293057 3.421510 -0.952925 0.0566 -0.1026 -0.2237 0.061
H 1.176652 2.689718 0.410844 -0.2866 -0.0017 -0.0084 0.112
H -2.502519 2.300387 1.878754 0.0306 0.0037 0.0617 0.096
H 1.191781 1.297578 -2.803127 -0.0963 -0.1467 -0.0247 0.098
H -5.302702 -3.102309 -1.184705 0.0397 -0.0249 -0.0438 0.082
H -0.923258 -4.617033 -3.770106 -0.1282 0.2088 -0.0170 0.122
H 3.180870 -0.667128 2.021963 0.1304 -0.0543 -0.1135 0.115
H -2.606137 1.791535 -1.101200 0.0984 -0.3261 -0.0877 0.121
H -2.963160 4.448587 0.885928 -0.2030 -0.1715 -0.0141 0.105
H -4.253756 0.060271 -1.874518 -0.4192 -0.2945 -0.0868 0.118
H 2.103204 -0.254124 -1.180061 0.1164 -0.4325 0.5808 0.126
H -3.712541 -2.322490 0.403541 -0.1489 0.0574 0.3436 0.094
H -0.994266 -1.417373 -0.052674 -0.0633 -0.0563 -0.0298 0.151
H 4.054324 2.236198 2.221877 -0.0068 0.0653 0.1069 0.096
H 1.098911 0.017206 1.636463 -0.2147 0.1425 -0.0068 0.101
H -2.982694 0.669793 1.382196 0.0458 0.0874 0.0617 0.073
H -0.697393 -3.255926 -1.240386 0.0733 -0.0094 -0.0625 0.087
H 1.603566 1.548513 2.361989 -0.0096 -0.1900 0.1827 0.111
H -2.015329 5.312217 -0.285201 -0.0544 0.0298 0.1607 0.110
H 3.621679 0.179118 0.560430 0.0296 0.1336 -0.0631 0.099
H -0.830399 3.539945 -1.049094 0.2397 -0.1808 0.1556 0.094
H 0.293047 -4.701257 -1.070895 0.0649 0.1628 0.0292 0.122
H 4.511059 2.743000 7.177853 -0.0098 -0.0276 -0.0240 0.075
H 3.063757 2.321072 5.159209 0.0343 0.0058 -0.0289 0.047
H -4.204477 5.130041 -1.216958 0.0600 0.0322 -0.2509 0.078
H -0.501189 1.843670 -2.525356 0.0604 -0.1837 -0.1484 0.090
H 2.408112 1.718358 -0.328296 -0.0612 0.2245 -0.0744 0.124
H -1.117386 -0.284648 -2.754543 -0.3135 -0.2426 -0.1840 0.157
H 1.041316 -3.033146 -4.487860 -0.1303 0.1387 -0.0479 0.123
H 3.879647 0.972036 3.471141 -0.1280 0.3398 0.0570 0.090
H 6.036449 1.112930 1.338975 0.1730 0.1023 0.1211 0.076
H -0.850735 3.386754 0.756068 0.3975 0.0957 -0.1961 0.115
H 6.229154 0.897150 3.116730 0.1023 0.2243 -0.1162 0.040
H -5.258592 -4.538657 -2.184366 -0.1774 -0.0219 0.0181 0.101
H -3.166349 4.046651 -2.186577 0.0277 0.0608 -0.0587 0.078
H -6.116685 -4.569735 -0.596189 0.0047 -0.1311 -0.0191 0.096
H 5.601267 -0.393357 2.108590 0.0599 -0.0191 0.0870 0.072
H 4.737352 4.412310 6.643826 -0.0033 0.0189 -0.0608 0.071
H -0.792527 0.500453 0.919899 0.1178 0.1665 0.0296 0.140
H -0.485057 -2.303446 -4.099985 -0.0180 0.2682 0.3330 0.130
H 2.399348 3.515313 6.281269 0.0246 0.0459 0.0086 0.074
```
Forces are in eV/Å.



(7)
The following is a DFT calculation (the ωB97M-V functional and the def2-TZVPD basis) of a single C3H6N4O molecule in a non-equilibrium geometry.

SMILES string: [H]/N=C/N(C=O)/C(N)=N/[H]
HOMO energy in eV: -9.610
ΔE to the lowest compared entry with this formula, charge and spin in kcal/mol: 49.29
Energy in Ha: -412.13039

```
14
Properties=species:S:1:pos:R:3:forces:R:3:lowdin_charge:R:1
O -0.835665 2.476268 0.996276 2.2987 -2.2434 1.5563 -0.019
N 0.509971 -1.708181 -0.332529 1.3070 -1.6377 -2.5648 0.062
N -1.453402 -0.434551 -1.380597 -0.5530 0.9024 -0.1642 0.085
N -0.262377 0.341506 0.445539 0.4116 0.1798 -2.6836 -0.008
N 2.004793 0.010878 0.552021 4.0769 -0.4151 1.8939 0.116
C 0.947628 -0.501339 0.174395 -2.7781 -0.9543 0.2298 -0.531
C -0.148494 1.455139 1.231121 -0.1649 1.8059 2.0774 -0.272
C -1.260683 0.524746 -0.570292 1.0885 -2.2909 1.2137 -0.140
H 0.558607 1.203194 2.197381 -1.6140 1.2365 -2.3343 0.180
H 2.915640 -0.566604 0.753428 -2.6291 1.0992 -1.2846 0.117
H -2.286163 -0.315562 -1.928491 -0.2311 0.3205 -0.5225 0.069
H -0.225304 -1.511114 -1.174823 1.3569 -0.4780 2.4152 0.092
H -1.752206 1.448857 -0.336415 -0.8114 0.2494 -0.6960 0.116
H 1.287656 -2.423237 -0.627013 -1.7581 2.2256 0.8638 0.133
```
Forces are in eV/Å.



(8)
The following is a DFT calculation (the ωB97M-V functional and the def2-TZVPD basis) of 2 unconnected molecules or ions with the total composition C2H2Cl3NSi in a non-equilibrium geometry.

SMILES string: C=[Si](Cl)Cl.N#CCl
HOMO energy in eV: -8.880
ΔE to the lowest compared entry with this formula, charge and spin in kcal/mol: 100.15
Energy in Ha: -1802.22716

```
9
Properties=species:S:1:pos:R:3:forces:R:3:lowdin_charge:R:1
Cl -0.565724 -1.643047 -1.118929 -0.2979 -0.6257 0.0796 0.743
Cl -1.104374 2.972668 -0.901710 0.1772 0.2243 -0.1637 0.295
Cl -1.546455 0.797124 1.434239 -0.0574 -0.1180 0.2239 0.295
Si -0.163141 1.549746 0.172498 1.4804 -1.4037 -0.5038 -0.250
N -0.831036 -3.099189 1.247358 0.0161 0.2244 -0.3473 0.094
C 1.257456 0.645328 -0.369007 -0.4280 3.6474 -0.5359 -0.331
C -0.736123 -2.504108 0.264209 -0.0068 -0.1334 0.1183 -0.810
H 1.749184 -0.085464 0.237808 0.1312 -0.3225 0.2805 -0.042
H 1.940209 1.366946 -0.966465 -1.0149 -1.4927 0.8484 0.006
```
Forces are in eV/Å.



(9)
The following is a DFT calculation (the ωB97M-V functional and the def2-TZVPD basis) of a molecular structure, C4H8O2 in a non-equilibrium geometry.

HOMO energy in eV: -8.910
ΔE to the lowest compared entry with this formula, charge and spin in kcal/mol: 107.59
Energy in Ha: -307.54097

```
14
Properties=species:S:1:pos:R:3:forces:R:3:lowdin_charge:R:1
O -1.764691 -0.727762 -1.289347 -0.0624 0.3500 -0.0812 -0.025
O 2.081680 0.913321 -0.276721 0.5989 -0.3719 -0.4789 0.027
C -1.073153 -0.367313 -0.114228 0.2682 -0.0495 0.4677 -0.364
C 0.941993 0.389118 0.232510 0.9178 -0.6886 2.7693 -0.473
C 0.347376 -0.983695 -0.090384 0.1684 -0.2039 0.1069 -0.067
C -0.420515 1.022670 0.053915 -0.0426 0.2882 1.6329 -0.074
H -1.674692 -0.621121 0.768932 -0.0043 -0.0875 -0.2230 0.140
H 1.078213 0.387298 1.653198 0.7890 -0.4523 -3.2452 0.182
H 2.764350 0.334067 0.083043 0.4597 0.2651 -0.2802 0.109
H -0.142181 1.029872 1.149116 -3.4076 1.6411 -0.4402 0.089
H 0.591177 -1.329577 -1.100632 0.1001 0.1397 0.1321 0.130
H -0.711794 1.993083 -0.357908 0.3157 -0.4368 -0.0550 0.123
H 0.595421 -1.727344 0.665845 -0.2638 -0.2818 -0.2443 0.108
H -2.628876 -0.296383 -1.270400 0.1631 -0.1118 -0.0610 0.094
```
Forces are in eV/Å.